Computed, not measured: a cluster of 2 separate species, C2H3O4P in total in a non-equilibrium geometry, with ωB97M-V with the def2-TZVPD basis set.

The geometry in XYZ format:
```
10
Properties=species:S:1:pos:R:3
C -0.655 -1.307 -1.163
C 0.278 -0.670 -0.358
O -1.967 -1.021 -0.823
O 2.424 1.572 1.603
O -0.441 -2.096 -2.138
O 0.334 2.881 1.238
P 0.955 1.650 1.839
H -0.229 0.048 0.440
H 1.254 -0.909 -0.063
H -1.953 -0.149 -0.574
```

Results
* total charge: -2
* energy above the lowest of the compared OMol25 structures with the same formula, charge and spin: 20.5 kcal/mol
* frontier orbital gap: 5.90 eV
* HOMO energy: 0.84 eV

These are the Löwdin partial charges, in e, on atoms 1 to 4:
1 C -0.74
2 C -0.09
3 O -0.03
4 O -0.62

Computed, not measured: the ion C4H7FN3 with charge +1 in a non-equilibrium geometry, with ωB97M-V with the def2-TZVPD basis set.

The geometry in XYZ format:
```
15
Properties=species:S:1:pos:R:3
C -1.055 -1.744 0.309
C -0.223 0.861 0.069
C 1.193 -1.131 -0.073
C -1.652 -0.604 -0.400
N 0.176 -1.982 0.405
N 0.946 0.328 0.063
N -0.661 2.044 0.360
F -2.800 -0.110 0.033
H -1.742 -2.432 0.789
H 2.094 -1.347 0.511
H 1.403 -1.376 -1.124
H -1.569 -0.564 -1.483
H 1.780 0.869 0.280
H -1.650 2.255 0.291
H -0.055 2.793 0.682
```

Results
* total charge: +1
* energy above the lowest of the compared OMol25 structures with the same formula, charge and spin: 35.9 kcal/mol
* frontier orbital gap: 10.15 eV
* HOMO energy: -14.29 eV

These are the Löwdin partial charges, in e, on atoms 1 to 4:
1 C -0.10
2 C -0.15
3 C -0.17
4 C -0.08

Computed, not measured: an isolated molecule of CH4OS3 in a non-equilibrium geometry, with ωB97M-V with the def2-TZVPD basis set.

The geometry in XYZ format:
```
9
Properties=species:S:1:pos:R:3
C 0.641 0.123 0.511
O -1.819 -1.251 -0.917
S -0.713 1.369 0.193
S -4.015 0.414 0.029
S -2.217 -0.228 0.054
H 0.620 -0.152 1.589
H 1.430 0.803 0.183
H 0.402 -0.690 -0.217
H -1.787 -0.933 1.213
```

Results
* SMILES: CS[S@H](=O)=S
* energy above the lowest of the compared OMol25 structures with the same formula, charge and spin: 34.8 kcal/mol
* frontier orbital gap: 9.17 eV
* HOMO energy: -9.64 eV

These are the Löwdin partial charges, in e, on atoms 1 to 4:
1 C -0.42
2 O -0.53
3 S 0.56
4 S 0.24

Computed, not measured: an isolated molecule of C9H15OP in a non-equilibrium geometry, with ωB97M-V with the def2-TZVPD basis set.

The geometry in XYZ format:
```
26
Properties=species:S:1:pos:R:3
C -2.204 -0.817 -0.950
C -2.231 0.521 1.162
C -1.230 -0.268 -1.591
C -1.111 1.198 0.881
C -2.525 -0.801 0.563
C -0.038 0.767 -0.017
C 0.850 1.840 -0.524
C 1.846 -1.057 -1.299
C 2.233 -0.294 1.607
O 0.272 -1.833 0.833
P 0.962 -0.700 0.332
H -2.924 -1.328 -1.635
H -3.108 0.852 1.814
H -0.848 -0.284 -2.545
H -1.082 2.144 1.233
H -3.643 -0.895 0.542
H -1.863 -1.485 0.956
H 1.843 1.816 -0.164
H 0.511 2.778 -0.245
H 0.877 1.863 -1.626
H 1.271 -0.765 -2.076
H 2.842 -0.496 -1.400
H 1.778 -2.087 -1.413
H 3.100 0.417 1.431
H 1.675 0.144 2.416
H 2.750 -1.229 1.714
```

Results
* energy above the lowest of the compared OMol25 structures with the same formula, charge and spin: 59.3 kcal/mol
* frontier orbital gap: 9.21 eV
* HOMO energy: -8.36 eV

These are the Löwdin partial charges, in e, on atoms 1 to 4:
1 C -0.16
2 C -0.09
3 C 0.09
4 C -0.11

Computed, not measured: the ion C7H11N2 with charge +1 in a non-equilibrium geometry, with ωB97M-V with the def2-TZVPD basis set.

The geometry in XYZ format:
```
20
Properties=species:S:1:pos:R:3
C -0.919 1.501 0.201
C 0.189 1.831 -0.411
C -1.491 0.192 0.214
C -0.424 -0.876 -0.238
C -0.723 -1.969 -0.882
C 1.116 0.755 -0.883
C 1.208 -0.216 1.417
N -2.696 0.005 0.471
N 0.964 -0.442 -0.035
H -1.629 2.253 0.383
H 0.565 2.898 -0.633
H 0.001 -2.772 -1.227
H -1.754 -2.284 -0.977
H 1.042 0.726 -1.916
H 2.113 1.145 -0.680
H 0.826 0.776 1.554
H 0.920 -1.065 2.119
H 2.289 -0.133 1.477
H -3.041 -0.981 0.403
H 1.444 -1.345 -0.356
```

Results
* SMILES: [H]/N=C1/C=CC[N@@H+](C)C1=C
* total charge: +1
* energy above the lowest of the compared OMol25 structures with the same formula, charge and spin: 82.8 kcal/mol
* frontier orbital gap: 10.10 eV
* HOMO energy: -13.98 eV

These are the Löwdin partial charges, in e, on atoms 1 to 4:
1 C -0.07
2 C -0.04
3 C -0.32
4 C -0.22

Computed, not measured: a structure of composition C19H27MoN2S5SbSeSi2, with ωB97M-V with the def2-TZVPD basis set.

The geometry in XYZ format:
```
58
Properties=species:S:1:pos:R:3
Mo -0.365 0.509 0.476
C -0.748 -3.494 2.019
Si 0.192 -3.023 0.448
C 1.581 -4.270 0.148
C -1.005 -3.219 -0.998
C 0.942 -1.263 0.710
C 0.984 -1.023 2.179
C 1.705 -1.646 3.186
C 1.559 -1.184 4.485
C 0.704 -0.120 4.744
C 0.019 0.456 3.692
N 0.166 0.002 2.449
Si 2.638 -0.832 -0.038
C 2.860 0.985 0.446
C 4.097 -1.833 0.619
C 2.607 -0.931 -1.921
H -1.373 -4.371 1.841
H -1.402 -2.691 2.362
H -0.074 -3.733 2.843
H 1.152 -5.261 -0.013
H 2.261 -4.337 1.000
H 2.169 -4.012 -0.735
H -1.511 -4.185 -0.913
H -0.483 -3.206 -1.953
H -1.770 -2.448 -1.021
H 2.364 -2.469 2.944
H 2.111 -1.646 5.293
H 0.566 0.258 5.746
H -0.660 1.284 3.838
H 2.992 1.114 1.523
H 1.978 1.566 0.147
H 3.715 1.447 -0.052
H 4.295 -1.629 1.673
H 4.994 -1.566 0.057
H 3.943 -2.907 0.504
H 2.191 -0.018 -2.349
H 2.018 -1.773 -2.289
H 3.621 -1.039 -2.311
S -1.626 5.314 -1.042
Sb -2.550 3.627 0.105
S -0.298 2.653 1.095
S -0.841 1.397 -1.908
S -2.847 1.886 -1.847
S -2.608 -0.165 0.669
C -2.743 -0.427 2.324
N -2.884 -0.587 3.459
Se -0.681 -0.390 -3.207
C -1.823 0.041 -4.694
C -2.399 -1.046 -5.341
C -3.252 -0.827 -6.410
C -3.545 0.469 -6.811
C -2.965 1.546 -6.158
C -2.085 1.339 -5.104
H -2.181 -2.053 -5.006
H -3.701 -1.671 -6.917
H -4.226 0.638 -7.634
H -3.193 2.558 -6.466
H -1.623 2.182 -4.610
```

Results
* energy above the lowest of the compared OMol25 structures with the same formula, charge and spin: 0.0 kcal/mol
* frontier orbital gap (alpha / beta): 6.25 / 6.15 eV
* HOMO energy (alpha / beta): -7.85 / -7.86 eV

These are the Löwdin partial charges, in e, on atoms 1 to 4:
1 Mo 0.72
2 C -0.15
3 Si 0.48
4 C -0.18

Computed, not measured: an isolated molecule of C18H21N3OS, with ωB97M-V with the def2-TZVPD basis set.

The geometry in XYZ format:
```
44
Properties=species:S:1:pos:R:3
C 5.936 -2.967 0.563
H 6.960 -3.289 0.744
O 5.148 -3.664 1.496
C 3.801 -3.455 1.507
C 3.084 -4.188 2.455
C 1.716 -4.047 2.519
C 1.043 -3.178 1.676
C 1.745 -2.429 0.732
C 3.133 -2.592 0.654
H 3.678 -2.054 -0.104
N 1.119 -1.585 -0.184
C -0.318 -1.558 -0.290
H -0.564 -1.246 -1.313
C -0.963 -0.547 0.682
N -0.396 0.765 0.437
C -1.020 1.737 -0.282
S -0.171 2.901 -1.094
N -2.386 1.729 -0.208
C -3.301 2.509 -0.920
C -3.085 2.912 -2.234
C -4.051 3.649 -2.894
C -5.240 3.980 -2.268
C -5.467 3.559 -0.969
C -4.507 2.827 -0.298
H -4.686 2.500 0.717
H -6.395 3.804 -0.472
H -5.988 4.558 -2.790
H -3.870 3.962 -3.912
H -2.167 2.655 -2.734
H -2.777 1.310 0.626
C 1.047 0.749 0.552
C 1.660 -0.263 -0.427
H 1.412 0.035 -1.451
H 2.741 -0.258 -0.314
H 1.300 0.460 1.578
H 1.424 1.751 0.348
H -0.742 -0.829 1.717
H -2.042 -0.551 0.532
H -0.724 -2.556 -0.133
H -0.027 -3.095 1.774
H 1.155 -4.616 3.246
H 3.619 -4.855 3.111
H 5.657 -3.214 -0.466
H 5.869 -1.883 0.708
```

Results
* SMILES: COc1cccc(N2CCN(C(=S)Nc3ccccc3)CC2)c1
* energy above the lowest of the compared OMol25 structures with the same formula, charge and spin: 44.1 kcal/mol
* frontier orbital gap: 8.22 eV
* HOMO energy: -7.66 eV

These are the Löwdin partial charges, in e, on atoms 1 to 4:
1 C -0.09
2 H 0.09
3 O -0.08
4 C -0.27